The following is a quantum chemistry calculation of a 6-piece molecular cluster, C21H58BF4N5O5 overall in a non-equilibrium geometry, from OMol25.

Structure (XYZ):
```
94
Properties=species:S:1:pos:R:3:forces:R:3
B -0.397618 -1.056071 -0.513860 -0.2 -1.4 -0.3
F -1.744062 -0.893770 -0.985581 1.0 0.4 -0.1
F 0.575031 -0.361857 -1.274835 -0.8 0.2 0.2
F -0.315774 -0.854169 0.824831 0.1 0.7 0.3
F -0.101684 -2.494752 -0.716807 -0.2 0.2 -0.5
C 4.325112 -3.268532 3.519062 -0.3 1.8 -0.4
N 5.579116 -4.007231 3.253494 -0.2 -1.3 0.9
C 5.957537 -4.718620 4.563407 0.0 0.6 -0.5
C 5.245366 -5.056167 2.201057 1.4 0.7 -0.6
C 6.693082 -3.079979 2.862188 1.3 0.0 0.7
C 7.922186 -3.773419 2.254096 -0.6 -0.1 0.0
O 8.586150 -4.488742 3.287467 -1.7 1.0 0.1
H 3.878870 -2.935655 2.581802 0.3 0.0 -0.2
H 4.425919 -2.338762 4.140353 0.4 -1.2 -0.3
H 3.607393 -3.937415 3.929438 -0.4 -0.5 0.7
H 5.098219 -5.305185 4.822173 -0.3 -0.4 0.3
H 6.112360 -3.923923 5.300489 0.1 -0.4 -0.1
H 6.848391 -5.332553 4.426868 -0.2 0.3 0.0
H 6.158090 -5.688352 2.058242 -1.1 0.3 0.2
H 5.092515 -4.450052 1.295247 -0.1 -0.6 0.1
H 4.344528 -5.628848 2.443705 0.4 0.2 0.2
H 7.078636 -2.686585 3.834831 -0.6 0.2 -0.8
H 6.301468 -2.290137 2.215957 0.0 -0.2 0.1
H 8.583441 -3.032372 1.812437 0.0 0.4 0.1
H 7.605496 -4.410928 1.423013 0.2 -0.1 0.0
H 9.265028 -4.984107 2.884599 1.5 -1.0 -0.5
C 1.970299 2.509967 -3.328392 1.4 -1.7 -0.1
N 0.739788 3.289997 -2.973902 2.5 0.9 1.2
C 0.564879 3.324475 -1.460167 0.3 0.2 -0.4
C 1.053107 4.676628 -3.474911 -1.0 -0.1 -1.0
C -0.387328 2.637364 -3.601399 -0.3 -0.5 -0.3
C -1.786879 3.201124 -3.429222 0.8 0.4 -1.1
O -1.786373 4.604946 -3.668640 -0.2 -0.5 0.4
H 1.947162 1.410896 -3.033904 -0.4 1.5 0.1
H 2.869267 2.978386 -2.883934 -0.7 -0.2 0.0
H 2.162411 2.501877 -4.420188 -0.6 0.3 0.5
H -0.232453 4.043978 -1.247812 0.4 0.0 0.1
H 1.528087 3.542082 -0.941793 -0.8 0.1 -0.7
H 0.237388 2.342272 -1.169095 -0.1 -0.5 0.2
H 1.307054 4.645134 -4.533667 0.0 -0.4 0.0
H 1.921715 5.043475 -2.975688 0.3 0.4 0.7
H 0.146056 5.261934 -3.427179 0.2 0.4 0.5
H -0.303853 1.626459 -3.220090 -0.6 -0.4 0.1
H -0.115109 2.572467 -4.643712 -0.2 0.2 -0.5
H -2.297739 2.890514 -2.539428 -0.1 0.1 0.8
H -2.233825 2.697528 -4.260485 -1.0 -0.4 -0.5
H -2.687977 4.889338 -3.855155 0.0 0.1 0.0
C -7.135090 -0.161876 0.830392 -1.0 -0.4 -0.1
N -6.664392 -1.576754 0.525994 -0.3 0.8 0.3
C -5.361674 -1.813554 1.183890 0.2 0.8 -0.3
C -7.702828 -2.520283 1.075742 2.3 0.3 1.8
C -6.547295 -1.830661 -0.966861 -1.2 2.2 0.1
C -5.474002 -1.095935 -1.761841 0.0 -0.2 -0.6
O -5.726500 0.337911 -1.613778 0.3 -1.6 -0.4
H -6.418114 0.560961 0.503897 0.7 0.2 0.3
H -7.470937 -0.073348 1.880802 0.6 -0.2 -0.5
H -8.004741 0.037252 0.207031 -0.2 -0.2 0.0
H -5.097788 -2.848899 1.064831 0.1 -0.4 0.1
H -5.460345 -1.522533 2.227637 0.2 -0.1 0.0
H -4.629476 -1.189433 0.652380 -0.1 -0.2 0.5
H -7.854390 -2.292548 2.146319 0.0 0.0 -0.6
H -7.261710 -3.500320 1.030712 -0.2 -0.6 -0.3
H -8.572722 -2.401875 0.533776 -1.9 0.0 -1.1
H -7.515351 -1.446172 -1.342210 0.4 -0.5 -0.1
H -6.536590 -2.877716 -1.046998 0.3 -1.4 -0.5
H -5.567823 -1.533458 -2.816085 -0.2 1.1 1.1
H -4.443846 -1.370188 -1.512998 -0.2 0.3 0.4
H -5.121040 0.816908 -2.188385 0.0 -0.1 0.0
C 0.209071 7.826038 3.811233 1.0 2.2 -0.7
C 1.385141 7.781563 2.877384 -0.5 -1.1 -1.4
O 1.489418 7.785154 1.688167 0.1 0.2 2.0
N 2.642004 7.508817 3.749606 0.0 2.3 0.5
H 2.674563 8.366749 4.404529 0.7 -1.2 -1.4
H 2.393336 6.807687 4.423963 -0.1 -0.9 0.3
C 3.884377 7.145588 3.021294 -0.5 -1.3 -1.1
H 0.488575 8.608016 4.554334 -0.6 -0.5 -0.2
H 0.115549 6.889745 4.304556 -0.4 -0.9 0.4
H -0.662548 8.156356 3.258076 -0.2 -0.2 0.2
H 4.601252 6.827181 3.718392 1.1 0.1 1.2
H 4.262590 7.931191 2.378935 -0.3 0.2 0.1
H 3.705272 6.199583 2.441532 -0.3 1.2 0.2
C -2.975158 -5.332380 -3.111376 0.9 0.2 -0.7
C -2.628953 -3.914734 -2.900871 0.4 0.8 0.4
O -3.332826 -3.000063 -2.626982 -0.2 -0.4 -0.3
N -1.149504 -3.544663 -2.980002 0.2 0.0 -0.2
H -0.860412 -3.166192 -2.070028 0.2 0.2 1.2
H -0.548317 -4.353198 -3.135913 0.0 0.0 -0.3
C -0.876712 -2.413156 -3.930067 -0.4 0.8 0.5
H -3.967204 -5.385269 -3.479205 -1.0 -0.1 -0.3
H -2.903832 -5.866047 -2.195615 0.0 -0.4 1.1
H -2.291703 -5.835596 -3.786178 0.1 0.0 -0.3
H -1.229393 -2.727532 -4.894095 -0.1 0.2 -0.5
H 0.183903 -2.192630 -3.954113 0.2 -0.3 0.1
H -1.382355 -1.492346 -3.536731 0.2 -1.1 -0.4
```
Positions in Å, forces in eV/Å.

## Properties
E_HOMO ... -0.661 Eh
Net charge ... +4
Energy above the lowest of the compared OMol25 structures with the same formula, charge and spin ... 0.0 kJ/mol
LUMO energy ... -7.79 eV
Gap between HOMO and LUMO ... 10.19 eV

Calculated atomic charges, method Mulliken, unit e: 0.481, -0.387, -0.352, -0.297, -0.544, -0.973, -0.026, -0.918, -0.929, -0.411, -0.657, -0.476, 0.491, 0.322, 0.389, 0.412, 0.440, 0.361, 0.337, 0.439, 0.355, 0.328, 0.418, 0.417, 0.374, 0.309, -0.752, 0.003, -0.766, -0.916, -0.566, -0.728, -0.511, 0.188, 0.421, 0.400, 0.348, 0.347, 0.296, 0.387, 0.414, 0.359, 0.405, 0.465, 0.422, 0.461, 0.318, -0.882, -0.069, -0.903, -0.917, -0.657, -0.185, -0.474, 0.392, 0.355, 0.399, 0.352, 0.379, 0.407, 0.393, 0.403, 0.424, 0.311, 0.547, 0.291, 0.219, 0.272, -1.086, 0.626, -0.394, -0.287, 0.442, 0.404, -0.806, 0.396, 0.362, 0.320, 0.389, 0.326, 0.308, -1.304, 0.736, -0.373, 0.085, 0.187, 0.432, -0.844, 0.359, 0.362, 0.408, 0.425, 0.350, 0.222

=====

The following is a quantum chemistry calculation of C8H27CoF2NO11S2 as an isolated structure in a non-equilibrium geometry, from OMol25.

Structure (XYZ):
```
52
Properties=species:S:1:pos:R:3:forces:R:3
Co 14.381388 12.129844 18.610572 2.8 2.0 2.1
O 14.043468 13.897399 19.472933 -0.7 -0.5 -0.6
H 13.319128 14.419602 19.117917 -0.1 0.0 0.0
O 14.743616 11.130618 20.321428 -1.1 -1.2 -0.1
H 14.843838 10.223803 19.996402 0.6 0.1 -0.3
O 16.309083 12.505149 18.274070 -0.5 -0.6 -0.1
H 16.905145 12.686454 17.550435 -0.3 0.0 -0.4
N 13.324065 10.883243 17.473065 -3.2 0.4 -2.5
S 13.201657 9.332021 17.304197 1.2 -4.0 0.7
O 13.117210 8.818833 15.960303 -0.1 0.9 0.2
O 12.368091 8.623727 18.248085 0.6 1.0 -0.2
F 14.703492 8.972039 17.727961 -0.6 0.3 0.1
S 11.968945 11.403142 16.550574 1.0 2.0 0.3
O 10.718177 10.865003 16.983305 0.5 -0.1 -0.1
O 12.220205 11.597496 15.153583 0.0 -0.5 0.7
F 12.021670 12.877264 17.128389 -0.2 -0.4 -0.1
C 14.087751 6.532208 19.864172 -0.3 0.0 -0.4
C 13.881423 5.986558 21.274788 0.5 0.3 -1.0
O 14.767286 6.642355 22.178253 -0.6 -0.3 -0.1
H 15.063682 6.253910 19.464510 0.2 0.1 0.2
H 13.977308 7.617292 19.830846 0.1 -0.1 0.1
H 13.353934 6.161908 19.139197 -0.1 -0.1 0.2
H 14.126585 4.923967 21.224662 0.0 -0.1 0.5
H 12.833728 6.111714 21.562062 0.0 -0.1 0.2
H 14.492605 7.576002 22.123507 0.2 0.2 0.2
C 18.180749 8.479237 21.148600 -0.2 -0.8 0.8
C 17.185271 9.218013 22.029861 0.1 0.2 0.0
O 17.558895 10.584962 22.162073 -0.4 0.0 -0.2
H 18.072834 8.733624 20.097884 0.0 0.3 0.0
H 17.970560 7.408560 21.272018 0.2 0.0 -0.2
H 19.198565 8.676525 21.496653 0.1 -0.1 -0.2
H 17.060279 8.816787 23.045001 0.4 -0.5 -0.1
H 16.203911 9.077887 21.577271 0.0 0.8 0.0
H 18.347259 10.588899 22.710915 0.0 0.1 0.0
C 11.534553 10.489935 21.543365 -0.9 0.6 0.1
C 12.275709 9.244664 21.939275 0.6 -1.0 -0.2
O 13.686444 9.422832 22.055738 -0.3 0.0 0.5
H 11.981996 11.051111 20.723078 0.2 -0.3 -0.1
H 11.422951 11.209624 22.361441 0.3 -0.1 0.1
H 10.504470 10.245391 21.260947 0.1 -0.2 -0.1
H 12.136352 8.417876 21.226661 -0.3 0.4 -0.3
H 11.906717 8.810922 22.877437 0.1 0.4 0.2
H 13.961867 10.092557 21.354408 0.3 0.6 -0.1
C 14.026176 10.329771 25.756871 -0.6 -1.6 -0.9
C 13.837805 11.541799 24.866254 0.9 1.0 0.3
O 14.769748 11.576004 23.810985 -0.4 -0.3 0.2
H 14.231303 9.448091 25.127899 0.0 0.3 -0.3
H 13.084447 10.019756 26.224526 0.2 0.4 0.6
H 14.896646 10.331800 26.410045 -0.2 0.5 0.3
H 14.049070 12.436557 25.466753 0.0 0.0 0.0
H 12.814165 11.705138 24.513267 -0.1 -0.5 -0.1
H 14.526159 10.843930 23.214600 0.2 0.3 -0.2
```
Positions in Å, forces in eV/Å.

## Properties
E_HOMO (alpha / beta) ... -0.061 / -0.059 Eh
<S²> ... 3.758
Net charge ... -2
LUMO energy (alpha / beta) ... 4.88 / 4.88 eV
2S+1 ... 4
Gap between HOMO and LUMO (alpha / beta) ... 6.53 / 6.48 eV

Calculated atomic charges, method Mulliken, unit e: 0.328, -0.799, 0.146, -0.596, 0.349, -0.717, 0.085, 0.259, 0.940, -0.677, -0.561, -0.276, 0.986, -0.569, -0.591, -0.258, -0.422, -0.408, -0.600, 0.340, -0.203, 0.348, 0.368, 0.246, 0.211, -1.105, 0.475, -0.467, 0.265, 0.293, 0.369, 0.237, -0.367, 0.266, -1.069, -0.179, 0.414, 0.109, 0.210, 0.391, 0.096, 0.282, -0.016, -0.883, -0.163, -0.496, 0.143, 0.333, 0.314, 0.313, 0.161, 0.143

=====

The following is a quantum chemistry calculation of a 2-piece molecular cluster, C10H16O overall in a non-equilibrium geometry, from OMol25.

Structure (XYZ):
```
27
Properties=species:S:1:pos:R:3:forces:R:3
C 1.698312 -1.994326 -1.219344 -0.6 -0.4 -1.7
C 1.263703 1.748362 0.702538 0.2 -0.4 0.4
C 1.074286 0.521823 1.426306 0.2 0.9 -0.3
C 1.746354 1.736221 -0.626700 0.3 -0.1 -0.5
C 1.376869 -0.655002 0.825714 -0.5 0.6 0.7
C 1.899467 0.543275 -1.260115 0.0 -0.5 0.3
C 1.716162 -0.678938 -0.555358 -0.2 -0.5 0.3
O 1.042307 2.905135 1.267006 0.5 0.2 -0.1
H 0.675902 0.635877 2.427757 0.1 -0.4 0.1
H 1.058699 2.843473 2.234677 -0.4 0.1 0.1
H 2.086926 2.637867 -1.112781 -0.5 0.3 0.1
H 1.220331 -1.532064 1.437664 0.2 -0.4 -0.5
H 2.170485 0.492658 -2.303734 0.2 0.1 0.0
H 2.574402 -2.642858 -1.226897 0.3 0.2 0.8
H 1.522578 -1.892210 -2.292695 0.0 0.4 -0.1
H 0.839961 -2.588901 -0.906476 0.1 -0.1 0.5
C -3.447567 -1.078419 -0.691186 0.1 -0.3 -1.1
C -2.756622 -2.344259 -0.191308 0.5 0.3 2.0
C -3.604495 0.040403 0.347673 0.0 -0.5 0.2
H -2.963035 -0.692471 -1.593482 0.5 0.1 0.3
H -4.389969 -1.366148 -1.163363 -0.3 0.0 0.6
H -3.462696 -3.050493 0.237300 -0.2 -0.4 -0.6
H -2.197359 -2.135313 0.739790 0.1 0.5 -0.2
H -3.250179 -0.243684 1.338701 0.3 -0.3 0.0
H -3.008644 0.901635 0.050114 -0.4 0.3 0.0
H -1.985925 -2.827016 -0.778834 -0.4 -0.2 -0.8
H -4.649250 0.258030 0.540547 -0.1 0.6 -0.4
```
Positions in Å, forces in eV/Å.

## Properties
E_HOMO (alpha / beta) ... -0.500 / -0.500 Eh
<S²> ... 0.767
Net charge ... +1
Energy above the lowest of the compared OMol25 structures with the same formula, charge and spin ... 84.6 kJ/mol
LUMO energy (alpha / beta) ... -3.88 / -7.54 eV
2S+1 ... 2
Gap between HOMO and LUMO (alpha / beta) ... 9.74 / 6.07 eV

Calculated atomic charges, method Mulliken, unit e: -1.330, 0.815, -0.432, -0.405, -0.509, -0.588, 0.733, -0.406, 0.370, 0.361, 0.443, 0.463, 0.448, 0.350, 0.402, 0.279, -0.262, -1.059, -0.984, 0.314, 0.313, 0.314, 0.244, 0.327, 0.210, 0.294, 0.295